The following is a quantum chemistry calculation of 2 unconnected molecules or ions with the total composition C4H11N3O at a distorted geometry, from the Open Molecules 2025 dataset.

Last column: Mulliken charge in e.
Atoms and positions in Å:
1 C -2.23834 2.03190 0.70173  -0.653
2 N -0.11268 1.13394 1.59640  -0.462
3 O -1.32136 0.97505 0.66002  -0.209
4 H 0.30272 2.02513 1.29775  0.259
5 H -0.62421 1.24552 2.46911  0.269
6 H -1.83994 2.96563 0.29088  0.293
7 H -2.57203 2.22106 1.74327  0.265
8 H -3.10534 1.73811 0.10670  0.225
9 C 0.19562 -0.79932 -1.87513  -0.946
10 C 1.42260 -1.37534 -1.24556  0.695
11 C 1.42912 -1.45417 0.23666  -0.170
12 N 2.38859 -1.76648 -1.96133  -0.699
13 N 0.35594 -1.62572 0.87957  -0.485
14 H 3.17797 -2.13809 -1.42908  0.222
15 H 0.44856 -1.78497 1.88063  0.234
16 H 2.41624 -1.40739 0.69869  0.353
17 H 0.33375 -0.71493 -2.95102  0.331
18 H -0.64484 -1.43408 -1.65266  0.290
19 H -0.01238 0.16414 -1.44664  0.188

Forces on atoms 1 to 6 (eV/Å):
0.0 0.5 0.9
-2.5 0.2 -1.7
2.0 -0.5 0.7
-0.3 -0.1 0.4
0.5 0.4 0.2
0.1 0.0 0.0

Its total energy is -398.3940 Eh. The HOMO energy is -9.4 eV. The net charge is 0. Its SMILES is [H]/N=C(C)\C=N\[H].CON. The energy relative to the best compared isomer or geometry (same formula, charge and spin) is 420.6 kJ/mol. The HOMO-LUMO gap comes out at 0.3752 hartree.

The following is a quantum chemistry calculation of a molecular structure, C30H46O2P2Re at a distorted geometry, from the Open Molecules 2025 dataset.

Last column: Mulliken charge in e.
Atoms and positions in Å:
1 Re -0.53629 -1.37993 -0.21125  0.043
2 C -2.09112 -1.90304 1.16302  0.199
3 C -1.66487 -2.99000 0.29775  0.801
4 C 0.14770 -2.32077 1.62617  1.398
5 C -0.98836 -1.54057 1.99685  0.458
6 C -0.26975 -3.27331 0.62019  0.140
7 C -3.48067 -1.37822 1.33043  -1.312
8 H -4.16040 -1.84797 0.61044  0.387
9 H -3.54119 -0.29442 1.17084  0.367
10 H -3.81952 -1.53278 2.36666  0.406
11 C -1.08467 -0.70607 3.23494  -1.344
12 H -2.13024 -0.53971 3.54655  0.338
13 H -0.62056 0.27544 3.07256  0.111
14 H -0.49559 -1.13654 4.06257  0.262
15 C 1.37518 -2.49462 2.48273  -1.093
16 H 1.09361 -2.50955 3.55008  0.353
17 H 2.07816 -1.65803 2.31529  -0.008
18 H 1.86610 -3.45056 2.25543  0.466
19 C 0.37775 -4.62590 0.49670  -1.423
20 H 0.60212 -5.01096 1.49709  0.423
21 H 1.31394 -4.57319 -0.06554  0.411
22 H -0.32384 -5.33590 0.04743  0.387
23 C -2.57790 -3.90123 -0.43934  -1.903
24 H -3.00810 -4.61916 0.26913  0.338
25 H -2.03528 -4.47780 -1.18863  0.431
26 H -3.38645 -3.35299 -0.93124  0.472
27 C -0.58775 4.18889 -0.87545  -0.082
28 C -1.67869 3.58644 -1.36675  -0.681
29 C -2.45912 2.52734 -0.68229  -1.237
30 C -1.98168 1.02869 -0.70967  0.115
31 C 2.41319 2.24783 -2.00977  -0.302
32 C 2.36787 3.47759 -2.48135  -0.763
33 C 1.01146 4.05749 -2.87843  0.646
34 C 0.35721 4.94221 -1.78857  -1.124
35 H -3.49152 2.53726 -1.04372  0.383
36 H -2.85811 0.46100 -0.35854  0.366
37 H -2.45821 2.74704 0.39441  0.611
38 H -0.20085 5.76060 -2.29772  0.387
39 H -0.38469 4.16984 0.21034  0.376
40 H -2.14987 4.06744 -2.23552  0.648
41 H 1.13346 5.38721 -1.15471  0.395
42 H 1.07009 4.66026 -3.80494  0.535
43 H 3.24468 4.11202 -2.66586  0.435
44 H 0.31728 3.23243 -3.07199  -0.989
45 H -1.14613 0.97033 0.02818  -0.221
46 H 3.25878 1.71873 -1.56212  0.451
47 P -1.38093 0.01948 -2.22348  1.934
48 C -1.24162 1.36596 -3.55254  -1.554
49 C -2.69672 -0.87330 -3.12709  -1.460
50 P 1.11849 -1.84483 -1.56803  1.137
51 C 0.34753 -0.49804 -2.60129  -0.935
52 C 1.07798 -3.44860 -2.47817  -1.298
53 C 2.78662 -1.20609 -1.48816  -1.073
54 H -0.20895 1.48254 -3.91169  0.514
55 H -1.63003 2.30466 -3.15291  0.207
56 H -1.84566 1.07174 -4.41996  0.616
57 H -2.52281 -0.86382 -4.20859  0.531
58 H -3.67271 -0.40360 -2.96990  0.420
59 H -2.78611 -1.91874 -2.83327  0.232
60 H 2.79912 -0.19421 -1.90690  0.230
61 H 3.52034 -1.87893 -1.94490  0.562
62 H 3.03781 -1.05224 -0.43057  0.317
63 H 0.98519 0.39444 -2.49226  -0.418
64 H 0.41601 -0.88252 -3.63202  0.814
65 H 1.81001 -4.11865 -1.98014  0.435
66 H 1.37049 -3.29974 -3.53279  0.544
67 H 0.07413 -3.94243 -2.43936  0.227
68 O 2.76249 -0.00334 1.08168  -0.801
69 C 1.82704 0.74666 1.46714  -0.455
70 O 0.74468 1.02233 0.86050  -0.206
71 C 2.05196 1.29252 2.86564  0.749
72 C 3.21395 0.90052 3.55446  -0.302
73 C 3.41324 1.28031 4.88216  -0.672
74 C 2.42776 2.02353 5.54749  -0.442
75 C 1.24885 2.37654 4.88206  -0.759
76 C 1.07416 2.05062 3.53341  -0.186
77 H 3.92804 0.25918 3.03664  0.435
78 H 4.33203 0.98334 5.38617  0.413
79 H 2.58160 2.31807 6.58498  0.405
80 H 0.44878 2.90394 5.40573  0.402
81 H 0.17007 2.32984 2.98358  0.380

Forces on atoms 1 to 6 (eV/Å):
3.0 5.6 0.2
-1.0 -1.2 1.5
-0.9 -1.2 2.0
-0.1 -1.4 0.9
-1.3 -0.5 0.7
-1.3 -1.5 1.3

Its total energy is -2081.3157 Eh. Its spin multiplicity is 4. The HOMO energy (alpha / beta) is -13.2 / -13.2 eV. The net charge is +2. The HOMO-LUMO gap (alpha / beta) comes out at 0.1808 / 0.1807 hartree.

The following is a quantum chemistry calculation of 2 unconnected molecules or ions with the total composition C5H11NO at a distorted geometry, from the Open Molecules 2025 dataset.

Last column: Mulliken charge in e.
Atoms and positions in Å:
1 N -0.80562 -0.95831 -0.05675  -0.363
2 C -1.19450 0.25533 0.45143  0.728
3 C -0.53229 1.42372 0.28880  -0.450
4 C 0.71499 1.52264 -0.47268  -0.321
5 C 0.88000 1.02654 -1.70874  -0.881
6 C -2.40973 0.25354 1.31794  -1.206
7 H -1.39990 -1.74661 -0.09573  0.199
8 H 0.16595 -1.14674 -0.26070  0.136
9 H -0.93493 2.38597 0.56828  0.326
10 H 1.51029 2.10089 -0.00261  0.312
11 H 1.77033 1.27070 -2.26957  0.286
12 H 0.13250 0.46719 -2.25110  0.321
13 H -3.09645 -0.59131 1.17371  0.377
14 H -3.05354 1.07810 0.99421  0.307
15 H -2.19031 0.25147 2.38481  0.240
16 H 3.07567 -2.01891 -0.64583  0.320
17 H 3.26584 -2.75454 0.73715  0.308
18 O 2.64982 -2.49005 0.06939  -0.638

Forces on atoms 1 to 6 (eV/Å):
1.1 0.2 -0.1
-0.1 0.6 0.3
0.3 -0.9 -0.6
-0.1 -0.2 -0.9
0.5 0.6 0.4
-1.6 -0.2 -0.5

Its total energy is -327.0558 Eh. The HOMO energy is -7.4 eV. The net charge is 0. Its SMILES is C=C/C=C(/C)N.O. The energy relative to the best compared isomer or geometry (same formula, charge and spin) is 198.4 kJ/mol. The HOMO-LUMO gap comes out at 0.3034 hartree.

The following is a quantum chemistry calculation of a molecular structure, C6H10N2 at a distorted geometry, from the Open Molecules 2025 dataset.

Last column: Mulliken charge in e.
Atoms and positions in Å:
1 C 0.04592 -2.07645 -0.62241  -0.914
2 C -0.23964 -0.81810 0.18574  0.553
3 C 0.95453 -0.02996 0.26707  -0.714
4 C 1.68697 1.35048 0.81223  -0.690
5 C 0.25206 1.27495 0.82938  0.134
6 C -1.32383 0.13237 -0.27442  0.169
7 H -0.14073 -1.56617 -1.76507  0.239
8 H -0.71071 -3.13472 -0.25377  0.260
9 H 1.52664 -1.93921 -0.36264  0.214
10 H -0.65197 -1.28513 1.17812  0.233
11 H 1.32765 0.44674 -0.70625  0.109
12 H 2.29176 1.64631 -0.12819  0.242
13 H 2.58580 1.52612 1.60168  0.219
14 H -0.10602 1.11887 1.83720  0.209
15 H -1.27978 2.24206 -0.35948  0.345
16 H -3.15071 0.25457 -1.25713  0.214
17 N -0.77848 1.24922 0.01185  -0.160
18 N -2.28943 -0.39195 -0.99390  -0.661

Forces on atoms 1 to 6 (eV/Å):
1.3 0.3 -1.8
-1.8 -4.7 3.2
3.7 4.4 0.2
4.9 -0.1 -0.9
2.6 -0.8 3.5
-1.6 -5.7 -3.2

Its total energy is -343.7516 Eh. The HOMO energy is -8.3 eV. The net charge is 0. The energy relative to the best compared isomer or geometry (same formula, charge and spin) is 1011.2 kJ/mol. The HOMO-LUMO gap comes out at 0.3279 hartree.

The following is a quantum chemistry calculation of C21H25N3O5 in the gas phase, from the Open Molecules 2025 dataset.

Last column: Mulliken charge in e.
Atoms and positions in Å:
1 C -5.57612 0.21843 -2.13512  -1.641
2 C -4.29882 0.19788 -1.34668  1.146
3 C -3.10551 0.62722 -1.90686  -0.660
4 C -1.94846 0.59753 -1.14487  -0.132
5 C -0.61766 1.02873 -1.71167  0.329
6 O -0.29978 2.20178 -1.80625  -0.688
7 N 0.19246 0.00028 -2.04797  -0.086
8 C 1.60062 0.21829 -2.31184  -1.880
9 C 2.36909 0.79364 -1.11458  -0.083
10 C 3.88855 0.63335 -1.23528  0.648
11 C 4.41530 1.13556 -2.57474  -1.826
12 C 4.55111 1.39663 -0.08466  -0.987
13 C 3.97910 1.02222 1.27879  -0.781
14 C 2.45588 1.11643 1.28400  -0.706
15 N 1.91278 0.30331 0.19545  0.505
16 C 1.59761 -1.00749 0.38384  0.475
17 O 1.71711 -1.85916 -0.49030  -0.666
18 C 1.02032 -1.38573 1.71004  -0.175
19 C 0.09128 -0.58065 2.45571  -0.102
20 C -0.43531 -1.04349 3.60303  -0.665
21 C -0.07999 -2.34869 4.12737  0.098
22 O -0.46266 -2.85443 5.14248  -0.594
23 O 0.80827 -3.08718 3.33626  -0.329
24 C 1.30310 -2.60793 2.18948  -0.126
25 N -1.90928 0.14389 0.10304  -0.008
26 C -3.05773 -0.26108 0.64582  -0.853
27 C -4.27122 -0.25467 -0.02489  0.311
28 C -5.53176 -0.73188 0.64014  -0.565
29 O -5.25331 -1.10083 1.97759  -0.495
30 H -6.31193 0.87748 -1.66913  0.346
31 H -5.40275 0.56956 -3.15036  0.360
32 H -6.02307 -0.77638 -2.18967  0.344
33 H -3.07277 0.99483 -2.92487  0.415
34 H -0.06447 -0.92051 -1.72755  0.395
35 H 2.02575 -0.73041 -2.62593  0.417
36 H 1.69135 0.93353 -3.12937  0.543
37 H 2.14482 1.86534 -1.09093  0.635
38 H 4.11104 -0.43567 -1.13553  0.250
39 H 4.10841 2.17117 -2.74569  0.378
40 H 5.50602 1.10636 -2.58854  0.459
41 H 4.05799 0.53522 -3.41123  0.388
42 H 5.63028 1.22667 -0.10138  0.403
43 H 4.39995 2.46945 -0.25626  0.330
44 H 4.26061 -0.00556 1.53093  0.275
45 H 4.38923 1.66848 2.05799  0.427
46 H 2.06336 0.78328 2.24004  0.640
47 H 2.12810 2.14815 1.12983  0.329
48 H -0.20964 0.37725 2.05309  0.580
49 H -1.15126 -0.48198 4.18482  0.467
50 H 1.95087 -3.31103 1.68496  0.500
51 H -3.00974 -0.62018 1.66575  0.665
52 H -6.28334 0.06679 0.60490  0.333
53 H -5.93698 -1.58259 0.07775  0.349
54 H -6.05685 -1.44125 2.37907  0.304

Forces on atoms 1 to 6 (eV/Å):
0.0 0.0 0.0
0.0 0.0 0.0
0.0 0.2 0.0
0.0 -0.2 -0.1
0.1 0.1 0.3
-0.1 0.0 -0.2

Its total energy is -1355.7398 Eh. The HOMO energy is -9.0 eV. The net charge is 0. Its SMILES is Cc1cc(C(=O)NC[C@@H]2[C@@H](C)CCCN2C(=O)c2ccc(=O)oc2)ncc1CO. The energy relative to the best compared isomer or geometry (same formula, charge and spin) is 158.3 kJ/mol. The HOMO-LUMO gap comes out at 0.3440 hartree.

The following is a quantum chemistry calculation of C2HBr in the gas phase at a distorted geometry, from the Open Molecules 2025 dataset.

Last column: Mulliken charge in e.
Atoms and positions in Å:
1 C -0.95098 0.17708 0.27593  -0.249
2 C 0.49551 0.07064 -0.15316  -0.028
3 Br 2.32874 0.05161 0.01721  0.025
4 H -1.87327 -0.29933 -0.13997  0.252

Cartesian forces, eV/Å:
10.6 -1.3 -3.5
-10.3 0.5 3.2
-1.3 0.2 0.0
1.0 0.6 0.3

Its total energy is -2650.6259 Eh. The HOMO energy is -9.3 eV. The net charge is 0. Its SMILES is C#CBr. The energy relative to the best compared isomer or geometry (same formula, charge and spin) is 41.1 kJ/mol. The HOMO-LUMO gap comes out at 0.3289 hartree.

The following is a quantum chemistry calculation of a molecular structure, C30H32CrF4N5OS at a distorted geometry, from the Open Molecules 2025 dataset.

Last column: Mulliken charge in e.
Atoms and positions in Å:
1 Cr -0.31892 0.74204 0.09397  -0.497
2 C -0.20427 2.66429 -2.47143  -0.932
3 C 1.16210 2.03570 -2.18547  -0.878
4 N 1.37294 1.65556 -0.75583  0.490
5 C 1.96629 2.80178 0.00651  -0.593
6 C 1.22099 4.12604 -0.06507  -1.507
7 C 2.34575 0.51603 -0.67598  -0.846
8 C 2.31601 -0.14084 0.69516  -1.104
9 N 0.91346 -0.35120 1.02087  1.301
10 C 0.44440 -1.23217 1.95332  -0.588
11 C -0.94152 -1.36649 2.05574  0.577
12 F -1.67754 -0.53628 1.20754  -0.430
13 C -1.58167 -2.22937 2.91274  0.166
14 F -2.90966 -2.28102 2.91699  -0.303
15 C -0.83447 -3.02915 3.75286  -0.577
16 C 0.54403 -2.89885 3.70939  0.315
17 F 1.29191 -3.62144 4.53015  -0.294
18 C 1.17858 -2.02520 2.84227  0.372
19 F 2.51530 -1.92220 2.87096  -0.355
20 H -0.44771 2.53193 -3.52551  0.416
21 H -0.23129 3.73072 -2.26942  0.380
22 H -1.00715 2.18666 -1.89694  0.073
23 H 1.95969 2.71446 -2.49466  0.522
24 H 1.26890 1.13074 -2.78188  0.597
25 H 2.98504 2.94872 -0.36139  0.406
26 H 2.04179 2.49496 1.04711  0.397
27 H 1.34137 4.61674 -1.02887  0.391
28 H 1.64597 4.79222 0.68551  0.431
29 H 0.15865 4.02154 0.15021  0.316
30 H 3.35497 0.85659 -0.91717  0.453
31 H 2.04565 -0.22755 -1.41379  0.213
32 H 2.81804 0.47820 1.44663  0.384
33 H 2.86920 -1.07856 0.63692  0.594
34 H -1.30934 -3.71486 4.43989  0.560
35 N -0.70069 -0.40252 -1.49872  0.508
36 S -1.21213 -1.94928 -1.38977  0.228
37 C 0.28527 -2.94239 -1.37734  0.510
38 C 1.16848 -2.89242 -2.44895  -0.394
39 C 2.31848 -3.66125 -2.40303  -0.704
40 C 2.57442 -4.46713 -1.29623  -0.610
41 C 1.68605 -4.50289 -0.23231  -0.568
42 C 0.52619 -3.73811 -0.26884  -0.330
43 C -1.84842 -2.35962 -3.01524  0.492
44 C -2.10182 -1.39371 -3.97324  -0.276
45 C -2.55021 -1.79814 -5.22421  -0.770
46 C -2.76460 -3.14190 -5.48829  -0.485
47 C -2.54011 -4.09478 -4.50076  -0.754
48 C -2.07721 -3.70883 -3.25559  -0.461
49 H -0.47814 -0.15860 -2.45778  0.032
50 H 0.95168 -2.28403 -3.32015  0.450
51 H 3.00552 -3.64382 -3.23855  0.479
52 H 3.46231 -5.08505 -1.27711  0.453
53 H 1.88633 -5.13411 0.62344  0.511
54 H -0.18481 -3.77841 0.54879  0.444
55 H -1.98264 -0.33823 -3.76206  0.616
56 H -2.73471 -1.05833 -5.99129  0.429
57 H -3.11778 -3.44619 -6.46406  0.415
58 H -2.72221 -5.14133 -4.70348  0.417
59 H -1.88359 -4.44867 -2.48789  0.446
60 N -1.46484 4.97913 5.74483  -0.346
61 C -1.57771 5.12265 4.41065  0.007
62 O -1.87369 6.14628 3.83816  -0.556
63 C -1.26618 3.90864 3.56011  0.558
64 C -0.17512 3.07403 3.76910  -1.007
65 C 0.13192 2.12016 2.81743  0.021
66 N -0.58481 1.96206 1.70115  0.692
67 C -1.67979 2.73306 1.53336  -0.594
68 C -2.04333 3.71611 2.42045  -0.761
69 H -1.69033 5.77431 6.32282  0.254
70 H -1.31473 4.09405 6.19516  0.200
71 H 0.45800 3.17242 4.64052  0.490
72 H 0.97965 1.45890 2.94831  0.410
73 H -2.27232 2.55622 0.63679  0.563
74 H -2.88991 4.36200 2.23253  0.543

Forces on atoms 1 to 6 (eV/Å):
0.7 -0.9 0.0
0.2 0.0 0.0
-0.2 0.1 -0.1
0.0 -0.1 0.0
-0.1 0.2 0.2
0.1 -0.1 0.0

Its total energy is -3353.0168 Eh. Its spin multiplicity is 4. The HOMO energy (alpha / beta) is -13.4 / -13.7 eV. The net charge is +2. The energy relative to the best compared isomer or geometry (same formula, charge and spin) is 29.1 kJ/mol. The HOMO-LUMO gap (alpha / beta) comes out at 0.2592 / 0.2775 hartree.

The following is a quantum chemistry calculation of C3H8N2OS in the gas phase at a distorted geometry, from the Open Molecules 2025 dataset.

Last column: Mulliken charge in e.
Atoms and positions in Å:
1 C -0.54473 -2.12049 -0.12642  -0.875
2 C -0.94638 -0.74258 0.50126  -0.593
3 C 0.03206 1.00984 -0.88587  0.282
4 H -1.30144 -2.98206 0.00613  0.307
5 H 0.44081 -2.35943 0.27898  0.307
6 H -0.42966 -2.07727 -1.24712  0.251
7 H -1.05637 -0.64894 1.63135  0.294
8 H -1.82879 -0.38417 0.01978  0.451
9 H 1.59041 1.08775 1.84917  0.140
10 H -0.17605 0.25759 -1.77952  0.185
11 H 1.45683 3.56253 -0.42735  0.368
12 N -0.07502 0.42607 0.40996  -0.124
13 N 0.50167 2.11464 -1.19287  -0.434
14 O 0.84576 2.80717 -0.04298  -0.367
15 S 1.49092 0.04935 1.00549  -0.192

Forces on atoms 1 to 6 (eV/Å):
-0.3 -0.1 -0.5
-0.5 0.2 1.4
-1.0 -4.4 -1.6
1.2 1.6 0.4
-0.2 -0.6 0.0
-0.1 0.4 1.0

Its total energy is -701.9230 Eh. The HOMO energy is -9.0 eV. The net charge is 0. Its SMILES is CCN(S)/C=N\O. The energy relative to the best compared isomer or geometry (same formula, charge and spin) is 405.6 kJ/mol. The HOMO-LUMO gap comes out at 0.3574 hartree.